2 unconnected molecules or ions with the total composition C4H6Cl2N2S in a non-equilibrium geometry. Source: OMol25; level of theory: ωB97M-V/def2-TZVPD.

XYZ file:
```
15
Properties=species:S:1:pos:R:3:forces:R:3:mulliken_charge:R:1
C 2.1249 -1.6086 -0.5361 2.2 2.7 1.3 0.561
C -0.5859 -0.3849 2.5506 -1.3 0.0 2.8 -0.252
C -0.9018 0.5501 0.4284 -2.0 1.7 -0.9 0.548
C -0.8798 0.2299 -1.0274 -0.9 4.1 -0.2 -1.101
N 2.7887 -0.6246 -0.2793 -1.9 -1.5 -1.5 -0.422
N -0.7493 -0.4757 1.2310 0.1 2.9 0.3 -0.039
S 1.2121 -2.7919 -0.8688 -1.2 -1.4 -0.6 -0.369
Cl -0.4066 -1.9549 3.2293 0.3 -1.0 0.7 -0.226
Cl -1.6049 2.1325 1.0299 1.0 -2.1 -0.5 -0.228
H -1.2576 0.2645 3.2351 1.3 -0.8 -1.9 0.205
H -1.3991 -0.6281 -1.2882 -0.9 -1.8 -0.4 0.369
H 0.1528 0.1798 -1.2130 1.4 -0.3 -1.2 0.262
H -1.3356 1.0941 -1.6475 0.9 -1.4 1.0 0.317
H 3.4705 -0.4430 0.4008 0.9 0.2 0.9 0.290
H -0.4315 -1.2628 0.7070 0.3 -1.2 0.2 0.085
```
Forces are in eV/Å.

## Properties
- electronic energy (Eh) = -1583.978545
- largest force on an atom (eV/A) = 4.239
- energy above the lowest of the compared OMol25 structures with the same formula, charge and spin (kcal/mol) = 40.2
- gap between HOMO and LUMO (alpha / beta) (eV) = 7.2 / 7.4
- highest occupied orbital energy (alpha / beta) (eV) = -6.8 / -7.0



2 unconnected molecules or ions with the total composition C4H6Cl2O in a non-equilibrium geometry. Source: OMol25; level of theory: ωB97M-V/def2-TZVPD.

XYZ file:
```
13
Properties=species:S:1:pos:R:3:forces:R:3:mulliken_charge:R:1
C -0.7542 -1.2025 0.5290 -2.3 -0.1 0.0 0.565
C 1.6562 -0.6022 0.1064 -1.5 2.7 0.4 -0.984
C -0.9022 1.8610 -0.2082 1.0 -0.8 4.8 -0.525
C 0.2509 -0.9281 -0.3982 2.6 1.5 1.7 -0.442
O -0.7744 -1.3045 1.7123 0.2 -0.2 -0.3 -0.473
Cl -2.4118 -1.3056 -0.4456 0.8 -0.7 0.7 -0.274
Cl -2.5023 1.7000 -0.5395 -0.8 0.6 0.1 -0.048
H 2.3539 -1.1678 -0.4064 1.6 -1.3 -0.9 0.402
H 1.7684 -0.6903 1.1833 -0.1 -0.4 0.0 0.304
H 1.9619 0.5060 -0.1122 -0.8 -1.8 0.1 0.224
H -0.4346 1.7988 0.8990 -1.7 0.2 -2.7 0.288
H -0.2294 1.9270 -0.9681 1.5 0.3 -2.2 0.358
H 0.0176 -0.5918 -1.3517 -0.6 -0.1 -1.7 0.605
```
Forces are in eV/Å.

## Properties
- electronic energy (Eh) = -1151.493989
- largest force on an atom (eV/A) = 4.950
- energy above the lowest of the compared OMol25 structures with the same formula, charge and spin (kcal/mol) = 84.6
- gap between HOMO and LUMO (alpha / beta) (eV) = 9.5 / 6.4
- highest occupied orbital energy (alpha / beta) (eV) = -9.8 / -8.4



A single C4H6Cl2S molecule in a non-equilibrium geometry. Source: OMol25; level of theory: ωB97M-V/def2-TZVPD.

XYZ file:
```
13
Properties=species:S:1:pos:R:3:forces:R:3:mulliken_charge:R:1
C -1.9305 0.8761 -0.8439 -0.2 0.2 -0.4 -0.835
C -0.7259 0.4572 -0.4770 0.0 0.0 0.2 0.164
S 0.5676 0.1416 -1.6552 0.0 0.0 0.0 0.003
C 0.0983 -1.5111 -2.2288 -1.3 -0.3 0.6 -0.716
C -0.4177 0.2935 0.9878 -0.2 -0.1 -0.2 0.057
Cl 0.8687 1.3913 1.5132 0.1 0.0 0.0 -0.147
Cl 0.0082 -1.3953 1.3896 0.0 0.1 0.0 -0.162
H -2.1485 1.0452 -1.9050 0.0 -0.1 0.5 0.308
H -2.7220 1.0846 -0.1167 0.3 -0.1 -0.2 0.242
H 0.8138 -1.8010 -2.9655 0.5 -0.1 -0.6 0.313
H -0.9332 -1.5250 -2.6625 0.9 0.1 0.3 0.262
H 0.1535 -2.2425 -1.4095 -0.1 0.3 -0.2 0.231
H -1.2979 0.5468 1.5655 0.0 -0.1 0.1 0.280
```
Forces are in eV/Å.

## Properties
- electronic energy (Eh) = -1474.558084
- largest force on an atom (eV/A) = 1.490
- energy above the lowest of the compared OMol25 structures with the same formula, charge and spin (kcal/mol) = 4.0
- gap between HOMO and LUMO (eV) = 9.7
- highest occupied orbital energy (eV) = -9.0
- SMILES = C=C(SC)C(Cl)Cl



A single C4H6ClN molecule in a non-equilibrium geometry. Source: OMol25; level of theory: ωB97M-V/def2-TZVPD.

XYZ file:
```
12
Properties=species:S:1:pos:R:3:forces:R:3:mulliken_charge:R:1
C -0.1747 0.6338 1.3967 0.5 3.7 3.1 -1.269
C -0.0226 0.3100 0.0144 0.6 -0.2 -1.7 0.986
C -0.1747 1.5463 -0.8887 -1.4 -0.2 1.7 -1.194
Cl -1.2030 -0.9278 -0.2054 -1.7 -1.7 -1.4 -0.182
C 1.2779 -0.3237 -0.0462 -0.8 0.7 -1.3 0.030
N 2.3087 -0.7663 -0.1974 1.9 -0.9 0.0 -0.409
H 0.5228 1.5115 1.5202 -0.2 -0.9 0.6 0.297
H -1.1451 1.1750 1.5082 0.3 -1.2 0.6 0.352
H 0.1368 -0.2107 2.0549 -0.9 0.9 -0.2 0.349
H -1.1542 2.0239 -0.6274 0.6 -0.6 -0.6 0.305
H 0.5351 2.2336 -0.5089 1.0 0.8 0.0 0.367
H -0.0400 1.4055 -1.9300 0.0 -0.4 -0.9 0.366
```
Forces are in eV/Å.

## Properties
- electronic energy (Eh) = -670.923848
- largest force on an atom (eV/A) = 4.817
- energy above the lowest of the compared OMol25 structures with the same formula, charge and spin (kcal/mol) = 15.5
- gap between HOMO and LUMO (eV) = 11.9
- highest occupied orbital energy (eV) = -11.1
- SMILES = CC(C)(Cl)C#N



A gas-phase ion, C4H6ClN2O (charge +1) in a non-equilibrium geometry. Source: OMol25; level of theory: ωB97M-V/def2-TZVPD.

XYZ file:
```
14
Properties=species:S:1:pos:R:3:forces:R:3:mulliken_charge:R:1
C -2.2124 1.0371 0.0553 -0.3 0.9 0.2 -0.680
O -1.7277 -0.2755 -0.1121 6.1 -1.4 0.1 -0.287
C -0.1760 -0.3889 -0.0549 -6.1 0.6 -0.2 0.253
N 0.7214 0.5866 -0.0621 -0.3 -0.2 0.0 -0.033
C 1.9767 -0.0040 -0.0227 0.1 -0.9 0.0 0.366
Cl 3.3812 0.9287 -0.0310 -0.1 -0.1 0.0 -0.106
C 1.7739 -1.3575 0.0121 1.0 0.9 0.0 -0.454
N 0.4175 -1.5650 -0.0090 -0.5 0.3 0.0 0.084
H -3.2948 0.9156 0.0793 0.1 0.1 0.0 0.244
H -1.9432 1.6844 -0.7834 0.0 0.0 0.0 0.320
H -1.8856 1.4759 1.0019 0.0 0.0 0.0 0.347
H 0.5409 1.5823 -0.1188 -0.1 -0.1 0.0 0.266
H 2.4854 -2.1576 0.0534 0.1 -0.1 0.0 0.425
H -0.0572 -2.4621 -0.0080 0.0 0.2 0.0 0.257
```
Forces are in eV/Å.

## Properties
- total charge = +1
- electronic energy (Eh) = -800.683379
- largest force on an atom (eV/A) = 6.246
- energy above the lowest of the compared OMol25 structures with the same formula, charge and spin (kcal/mol) = 14.9
- gap between HOMO and LUMO (eV) = 10.9
- highest occupied orbital energy (eV) = -14.0
- SMILES = COc1[nH]c(Cl)c[nH+]1



A molecular structure, C4H6ClN2O3P in a non-equilibrium geometry. Source: OMol25; level of theory: ωB97M-V/def2-TZVPD.

XYZ file:
```
17
Properties=species:S:1:pos:R:3:forces:R:3:mulliken_charge:R:1
C -2.0256 1.5165 0.7245 0.6 1.4 -0.6 0.585
C 2.1450 -0.2890 0.0395 0.5 -0.6 -0.5 0.528
C -0.2959 2.8533 -0.5180 0.6 0.4 -0.5 -0.606
C 2.1063 -2.7632 0.2192 -0.2 -0.6 0.1 -0.586
N -1.3912 2.3632 0.2189 -0.5 -0.6 0.4 -0.114
N 2.4273 -1.4280 -0.1185 0.1 0.1 0.0 -0.248
O -2.7834 0.7977 1.2652 -0.8 -0.8 0.9 -0.519
O 2.0385 0.8695 0.0385 -0.4 1.3 0.3 -0.482
O -1.7668 -1.7520 0.4633 1.1 -0.4 0.3 -0.300
P -3.1352 -1.2751 0.4122 -0.9 -0.3 0.0 0.386
Cl -3.3641 -0.5124 -1.5128 -0.2 0.3 -0.4 -0.258
H 0.4125 3.3351 0.1555 0.0 0.0 -0.1 0.259
H 0.2121 2.0432 -1.0402 0.0 0.1 0.1 0.283
H -0.6691 3.5822 -1.2364 0.1 0.0 0.0 0.276
H 1.5469 -2.8157 1.1539 0.0 0.0 -0.1 0.280
H 1.5072 -3.2013 -0.5805 0.0 -0.1 0.1 0.245
H 3.0355 -3.3240 0.3159 -0.1 -0.1 0.0 0.271
```
Forces are in eV/Å.

## Properties
- electronic energy (Eh) = -1292.833126
- largest force on an atom (eV/A) = 1.660
- energy above the lowest of the compared OMol25 structures with the same formula, charge and spin (kcal/mol) = 35.3
- gap between HOMO and LUMO (eV) = 10.3
- highest occupied orbital energy (eV) = -10.0



A gas-phase ion, C4H6ClN4O3P (charge -2) in a non-equilibrium geometry. Source: OMol25; level of theory: ωB97M-V/def2-TZVPD.

XYZ file:
```
19
Properties=species:S:1:pos:R:3:forces:R:3:mulliken_charge:R:1
N -0.1748 -1.7447 1.5805 -0.6 -1.9 -0.1 -0.734
C -0.5164 -1.7523 0.2773 0.2 1.6 1.2 0.714
N -1.0777 -2.6300 -0.5195 -0.5 -3.4 1.5 -0.945
N -1.3833 -2.0292 -1.6655 1.3 1.7 -1.1 -0.040
N -0.7714 -0.8198 -1.6975 -0.5 2.3 -0.2 -0.821
C -0.3617 -0.5416 -0.4645 -0.6 0.9 -3.0 0.463
C -0.0461 0.8752 0.1034 1.0 -3.1 -0.8 -0.287
C -0.3423 2.0980 -0.6558 1.1 1.4 -1.4 -0.667
Cl -2.0774 2.4305 -0.7971 -1.4 0.1 -0.5 -0.318
P 1.7090 1.0452 0.6668 0.5 -0.8 1.9 0.886
O 2.7441 0.6343 -0.3283 -0.2 -0.5 -0.3 -0.784
O 1.7633 2.4749 1.0988 0.1 0.6 0.7 -0.828
O 1.6528 0.0246 1.9840 0.4 1.4 -1.1 -0.643
H -0.2097 -2.7274 1.8921 0.0 0.6 0.2 0.198
H -1.3449 -2.4981 -2.5797 0.2 -0.2 1.0 0.208
H -0.5990 0.7000 0.9953 -0.5 1.0 1.2 0.479
H 0.0100 3.0353 -0.1546 0.1 -1.4 -0.2 0.378
H 0.1491 2.0758 -1.6864 -0.9 -0.1 1.2 0.329
H 0.8765 -0.6505 1.9505 0.4 -0.2 -0.3 0.411
```
Forces are in eV/Å.

## Properties
- total charge = -2
- electronic energy (Eh) = -1402.385949
- largest force on an atom (eV/A) = 3.770
- energy above the lowest of the compared OMol25 structures with the same formula, charge and spin (kcal/mol) = 19.5
- gap between HOMO and LUMO (eV) = 5.6
- highest occupied orbital energy (eV) = -0.1
- SMILES = [NH-]c1n[nH]nc1[C@H](CCl)[P@@](=O)([O-])O



2 unconnected molecules or ions with the total composition C4H6ClNO in a non-equilibrium geometry. Source: OMol25; level of theory: ωB97M-V/def2-TZVPD.

XYZ file:
```
13
Properties=species:S:1:pos:R:3:forces:R:3:mulliken_charge:R:1
O -0.7007 0.3066 -3.3549 -0.1 0.3 -0.3 -0.290
N -0.0157 1.4022 -2.9151 0.3 0.4 2.0 -0.251
C -0.2097 1.7862 -1.6966 0.4 0.0 -2.7 -0.061
Cl 0.7634 3.0611 -1.1259 0.3 0.5 0.2 -0.142
H -1.2789 0.0061 -2.6527 -0.5 -0.3 0.4 0.316
H -0.9674 1.5245 -0.9941 -0.6 -0.8 0.1 0.408
C -0.1213 -0.0721 1.0255 0.0 -1.5 0.1 0.281
C -0.1516 -1.2547 1.1945 -0.4 1.0 0.1 0.030
C -0.1655 -2.6365 1.4514 1.3 -2.7 2.2 -1.330
H -0.0259 0.8432 0.5879 0.2 1.9 -0.2 0.145
H 0.0158 -3.2456 0.6095 -0.4 -0.4 -1.6 0.322
H -0.9880 -3.1075 2.0258 0.1 0.8 -0.4 0.289
H 0.7656 -2.9660 1.9950 -0.7 0.8 0.1 0.280
```
Forces are in eV/Å.

## Properties
- electronic energy (Eh) = -746.035159
- largest force on an atom (eV/A) = 3.689
- energy above the lowest of the compared OMol25 structures with the same formula, charge and spin (kcal/mol) = 120.5
- gap between HOMO and LUMO (eV) = 10.6
- highest occupied orbital energy (eV) = -9.9
- SMILES = O/N=C/Cl.C#CC



What is the electronic energy in the fifth record?
-800.683379 Eh



Among the records above, which one has the lowest energy above the lowest of the compared OMol25 structures with the same formula, charge and spin?
C4H6Cl2S



What is the formula in the first record?
C4H6Cl2N2S



Which of these has the lowest energy above the lowest of the compared OMol25 structures with the same formula, charge and spin?
C4H6Cl2S